--- a ---
Below is the ion C4H7INO with charge +1, with properties calculated with ωB97M-V/def2-TZVPD.

```
14
Properties=species:S:1:pos:R:3:mulliken_charge:R:1
I -2.78 2.39 -0.30 0.35
O -1.46 -0.27 -0.68 -0.28
N 0.53 -0.28 0.48 -0.05
C -0.63 -1.10 -0.02 -0.33
C 1.46 -0.08 -0.65 -0.87
C -0.27 0.92 0.88 -0.56
C -1.44 0.89 -0.10 0.04
H 1.88 0.94 -0.58 0.35
H 1.00 -0.74 1.29 0.40
H -0.03 1.73 1.50 0.50
H -0.33 -1.94 -0.74 0.35
H 0.85 -0.11 -1.49 0.38
H -1.06 -1.61 0.93 0.35
H 2.28 -0.73 -0.52 0.37
```

Calculated values
Charge   +1
SMILES string   C[N@H+]1C=C(I)OC1
M   212.01 g/mol
HOMO-LUMO gap   9.323 eV
Highest occupied orbital energy   -13.049 eV



--- b ---
Below is a cluster of 2 separate species, C4H7INO in total, with properties calculated with ωB97M-V/def2-TZVPD.

```
14
Properties=species:S:1:pos:R:3:mulliken_charge:R:1
I 3.10 0.48 0.01 0.43
O -0.15 -2.49 -0.11 -0.40
N -0.32 0.60 -0.19 -0.10
C -0.79 0.90 -1.35 -0.29
C 1.56 -0.81 0.11 -0.27
C 1.02 -1.96 0.18 0.36
C -0.69 1.31 1.01 -0.91
H -1.02 0.79 1.89 0.33
H -1.56 1.55 -1.36 0.25
H -0.67 -1.90 -0.67 0.32
H 1.47 -2.79 0.77 0.33
H -0.36 0.60 -2.24 0.32
H -1.64 1.81 0.62 0.26
H 0.05 1.90 1.34 0.35
```

Calculated values
Charge   +1
M   212.01 g/mol
HOMO-LUMO gap   7.876 eV
Highest occupied orbital energy   -13.702 eV



Computed stability ranking, most favorable first: a, b



--- a ---
Below is a structure of composition C6H14, with properties calculated with ωB97M-V/def2-TZVPD.

```
20
Properties=species:S:1:pos:R:3:mulliken_charge:R:1
C -0.21 0.56 0.01 -0.43
C -1.29 -0.28 -0.36 0.14
C -2.31 -0.90 0.43 -0.40
C -3.07 0.42 0.04 -1.10
C 1.11 0.27 -0.65 -0.53
C 1.93 -0.80 0.10 -1.06
H 1.57 -1.78 -0.15 0.34
H 1.71 1.17 -0.72 0.40
H 5.50 0.83 1.04 -0.13
H -0.38 1.61 0.20 0.39
H 2.97 -0.71 -0.18 0.34
H -2.11 -1.02 1.47 0.32
H 6.01 1.37 0.89 0.13
H 1.82 -0.63 1.17 0.33
H 0.90 -0.12 -1.65 0.34
H -2.87 1.02 -0.86 0.40
H -3.10 1.11 0.87 0.35
H -1.38 -0.52 -1.42 0.46
H -4.11 0.18 -0.17 0.40
H -2.72 -1.78 -0.05 0.30
```

Calculated values
Charge   +1
Spin multiplicity   2
M   86.18 g/mol
HOMO-LUMO gap (alpha / beta)   8.601 / 10.200 eV
Highest occupied orbital energy (alpha / beta)   -13.640 / -16.269 eV



--- b ---
Below is a cluster of 2 separate species, C6H14 in total, with properties calculated with ωB97M-V/def2-TZVPD.

```
20
Properties=species:S:1:pos:R:3:mulliken_charge:R:1
C 0.79 -0.28 0.90 -0.47
C -2.41 0.23 0.19 -0.58
C 2.16 1.05 -0.83 -0.98
C 2.21 0.10 0.36 -0.44
C -1.25 -0.21 -0.71 -0.66
C -0.06 -0.92 -0.09 0.02
H -1.61 -1.00 -1.37 0.42
H -3.12 0.87 -0.31 0.38
H 1.72 2.04 -0.69 0.34
H -1.00 0.66 -1.36 0.33
H 3.07 1.03 -1.42 0.35
H 0.34 0.73 1.04 0.29
H 0.84 -0.89 1.80 0.39
H -0.18 -2.00 0.01 0.39
H -3.38 -1.47 1.00 0.34
H -2.87 -0.84 0.49 -0.39
H -2.06 0.56 1.17 0.39
H 2.82 0.52 1.17 0.35
H 1.30 0.64 -1.39 0.19
H 2.69 -0.82 0.03 0.34
```

Calculated values
Charge   +1
Spin multiplicity   2
M   86.18 g/mol
HOMO-LUMO gap (alpha / beta)   5.196 / 8.999 eV
Highest occupied orbital energy (alpha / beta)   -12.582 / -15.744 eV



Computed stability ranking, most favorable first: a, b



--- a ---
Below is an isolated molecule of C3H3Br2NO, with properties calculated with ωB97M-V/def2-TZVPD.

```
10
Properties=species:S:1:pos:R:3:mulliken_charge:R:1
Br -0.12 2.41 1.11 -0.08
Br -0.79 1.20 -1.98 -0.10
O 2.30 0.35 -0.37 -0.55
N 0.54 -1.08 0.19 -0.19
C -0.82 -0.48 0.37 -0.52
C 1.14 0.11 -0.19 0.16
C -0.20 0.87 -0.08 0.46
H 0.74 -2.07 -0.15 0.26
H -1.09 -0.56 1.45 0.27
H -1.71 -0.76 -0.34 0.28
```

Calculated values
SMILES string   O=C1NCC1(Br)Br
M   228.87 g/mol
HOMO-LUMO gap   10.186 eV
Highest occupied orbital energy   -10.212 eV



--- b ---
Below is an isolated molecule of C3H3Br2NO, with properties calculated with ωB97M-V/def2-TZVPD.

```
10
Properties=species:S:1:pos:R:3:mulliken_charge:R:1
Br -2.60 1.16 0.10 -0.13
Br 2.29 1.12 -0.27 -0.09
O 1.02 -1.94 0.73 -0.55
N -0.52 -0.79 -0.56 -0.10
C 0.78 0.47 0.73 -0.18
C -0.84 0.64 -0.54 -0.29
C 0.49 -0.94 0.38 0.38
H -0.51 1.27 -1.34 0.38
H 0.82 0.65 1.77 0.35
H -0.94 -1.64 -0.99 0.24
```

Calculated values
M   228.87 g/mol
HOMO-LUMO gap   9.695 eV
Highest occupied orbital energy   -9.590 eV



Computed stability ranking, most favorable first: a, b